# C42H63N3O12

A cluster of 4 separate species, C42H63N3O12 in total at a distorted geometry (ωB97M-V/def2-TZVPD, the Open Molecules 2025 dataset).

Structure (XYZ):
```
120
Properties=species:S:1:pos:R:3
H 5.4354 0.0468 -3.0811
N 5.3416 -0.0018 -2.0431
C 5.2178 -1.3396 -1.6462
N 5.0240 -1.5244 -0.1263
N 5.2236 -2.4988 -2.6334
C 3.9467 -3.3522 -2.4825
C 2.6877 -2.3032 -2.5201
C 1.2707 -2.9513 -3.0656
C 0.0457 -2.5960 -2.0369
C -1.3057 -1.9919 -2.7404
C -2.6421 -2.9708 -2.8248
C -4.1006 -2.5188 -3.4518
C -5.4528 -3.4442 -3.5070
C -5.2046 -5.0553 -3.3435
C -4.9292 -5.5690 -1.8118
C -5.8166 -4.8216 -0.6539
C -4.9988 -3.5868 0.1039
C -4.0137 -4.0957 1.3126
C -2.4120 -3.7988 1.0615
C -1.8742 -2.4116 1.8048
C -0.2100 -2.3146 1.8169
O 0.2862 -1.0062 1.3455
C 0.0944 0.0504 2.3536
C -4.2074 -0.9581 -4.0438
C -5.6696 -0.5017 -4.6281
C -2.9179 0.0963 -4.0075
C -1.4893 -0.4691 -3.3466
C -0.2433 0.5955 -3.3144
O 1.0551 0.3139 -3.4415
C -0.6703 2.2050 -3.1569
C -1.9676 2.7361 -3.7340
C -2.4096 4.3123 -3.6488
C -1.4118 5.2702 -2.7690
C -2.0257 6.0238 -1.4078
C -1.1123 7.0150 -0.4340
C 0.4973 7.3194 -0.7530
C 1.0904 6.6014 -2.1340
C 0.1624 5.6119 -3.1120
C -2.9580 1.6492 -4.5305
O -3.6663 2.1337 -5.5528
H 4.2268 -2.2071 0.0472
H 4.6205 -0.6049 0.2270
H 5.0854 -2.0495 -3.5884
H 4.0418 -3.9539 -1.4761
H 3.9313 -4.0421 -3.4441
H 2.9767 -1.4583 -3.3042
H 2.4921 -1.8970 -1.4403
H 1.4637 -4.1277 -3.1261
H 1.0375 -2.5661 -4.1481
H -0.2729 -3.6185 -1.5105
H 0.3309 -1.8679 -1.1580
H -2.5174 -4.0577 -2.4002
H -5.9290 -3.2861 -4.5905
H -6.2837 -3.0483 -2.7549
H -6.2140 -5.5861 -3.6962
H -4.3831 -5.4314 -4.1169
H -3.8108 -5.5445 -1.4689
H -5.2520 -6.7181 -1.7851
H -5.9977 -5.6343 0.2011
H -6.8819 -4.5091 -1.0354
H -5.8276 -2.9021 0.5802
H -4.4257 -2.9336 -0.6798
H -4.1676 -5.2226 1.6299
H -4.3144 -3.4555 2.2744
H -1.8085 -4.6862 1.5739
H -2.0908 -3.7938 -0.0682
H -2.2306 -2.3596 2.9311
H -2.2354 -1.4524 1.2215
H 0.2558 -3.1323 1.0840
H 0.2427 -2.5261 2.8852
H 0.8335 0.9525 2.1622
H -0.9920 0.4847 2.2040
H 0.2891 -0.3458 3.4438
H -6.4955 -0.4540 -3.7687
H -6.0896 -1.2794 -5.4271
H -5.6950 0.5429 -5.1542
H 0.0972 2.8742 -2.5805
H -2.4518 4.7897 -4.7403
H -3.5173 4.3389 -3.2070
H -3.1619 5.8566 -1.1009
H -1.6212 7.5081 0.5244
H 1.1681 8.0051 -0.0492
H 2.2306 6.8347 -2.3706
H 0.6224 5.1028 -4.0767
C 0.5687 8.8801 -5.9270
O 1.7249 8.9673 -6.7577
C 2.8185 8.3364 -6.2604
O 2.8772 7.7294 -5.2026
O 3.8356 8.4980 -7.1441
C 5.0596 7.8817 -6.7490
H -0.2442 9.4185 -6.4218
H 0.2630 7.8367 -5.7992
H 0.7541 9.3522 -4.9568
H 4.9334 6.7984 -6.6540
H 5.4245 8.3140 -5.8117
H 5.8020 8.0744 -7.5284
C 2.0704 -2.6921 5.9474
O 1.0940 -1.7331 6.3491
C 0.7210 -1.8275 7.6504
O 1.1435 -2.6374 8.4606
O -0.2036 -0.8645 7.8939
C -0.6903 -0.8441 9.2344
H 2.2940 -2.5243 4.8904
H 2.9951 -2.5643 6.5194
H 1.6815 -3.7093 6.0600
H 0.1240 -0.6424 9.9378
H -1.1896 -1.7874 9.4782
H -1.4228 -0.0363 9.3156
C 3.9633 -2.6589 9.7037
O 4.1899 -1.4944 10.4953
C 5.2230 -0.7234 10.0715
O 5.9365 -0.9479 9.1063
O 5.3248 0.3405 10.9076
C 6.3781 1.2450 10.5808
H 3.1155 -3.1997 10.1330
H 3.7104 -2.3831 8.6748
H 4.8382 -3.3168 9.7255
H 6.2216 1.6768 9.5870
H 7.3494 0.7431 10.6378
H 6.3666 2.0561 11.3140
```

## Properties
HOMO level	-8.48	eV
F_max	7.87	eV Å⁻¹
SMILES	[H]/N=C(/N)NCCCCc1cc(CCCCCCCCCOC)c(C)c2c1C(=O)C=C(Cc1ccccc1)C2=O.COC(=O)OC.COC(=O)OC.COC(=O)OC
LUMO energy	-1.489	eV

=====

# C35H85BN5O7P2

A cluster of 5 separate species, C35H85BN5O7P2 in total at a distorted geometry (ωB97M-V/def2-TZVPD, the Open Molecules 2025 dataset).

Structure (XYZ):
```
135
Properties=species:S:1:pos:R:3
C 1.6388 1.2630 1.6799
C 1.8216 1.9650 0.2516
C 2.0365 0.9070 -0.9538
C 0.7154 0.0720 -1.2623
O -0.1669 0.5148 -2.3017
B -1.3032 -0.4762 -2.2207
O -2.1110 0.0919 -1.1294
C -1.8522 -0.4729 -3.7600
C -3.2588 -1.1689 -4.0414
C -3.9407 -1.9350 -2.8298
C -3.2668 -3.3773 -2.5199
N -3.3785 -3.7559 -1.0621
C -2.0705 -3.9005 -0.4394
C -1.0437 -5.0734 -0.7284
O -1.7167 -3.0089 0.3809
O -0.5478 -1.7340 -1.9861
C 0.8741 -1.4843 -1.7623
P 2.0434 -1.5981 -3.2429
P 2.5082 -3.7028 -3.6799
O 3.8895 -3.7876 -4.3439
O 1.2741 -4.2604 -4.7526
O 2.5200 -4.6114 -2.2091
H 2.1907 0.2706 1.7175
H 2.0050 1.9139 2.5522
H 0.5197 1.0569 1.8472
H 2.7503 2.6395 0.3429
H 0.9286 2.6582 0.0501
H 2.8396 0.1753 -0.6218
H 2.3456 1.5028 -1.8878
H 0.2827 -0.1087 -0.2143
H -2.8322 0.6539 -1.4619
H -1.8444 0.6068 -4.1441
H -1.0617 -1.0207 -4.3949
H -3.1040 -1.9476 -4.8783
H -3.9530 -0.3810 -4.5148
H -5.0098 -2.1964 -3.1784
H -4.0946 -1.3160 -1.8816
H -2.2129 -3.4641 -2.9290
H -3.8923 -4.1655 -3.0813
H -3.9214 -3.0636 -0.5360
H -1.3769 -5.9690 -0.1051
H -1.0155 -5.3362 -1.8463
H 0.0101 -4.8157 -0.3556
H 1.2318 -2.0748 -0.8577
H 1.4090 -1.1189 -4.4506
H 0.5176 -4.4689 -4.1602
H 1.8083 -5.2836 -2.3238
C 1.9847 5.0252 -7.5143
C 3.0626 4.3175 -6.7023
N 2.6512 3.9950 -5.3427
C 3.7608 3.5972 -4.4801
C 4.5082 2.3129 -4.8327
C 1.4377 3.1941 -5.2084
C 1.4026 1.8346 -5.9036
H 1.6213 5.9163 -6.9956
H 2.3943 5.3423 -8.4772
H 1.1339 4.3715 -7.7211
H 3.9238 4.9927 -6.6569
H 3.3936 3.4259 -7.2511
H 3.4054 3.5270 -3.4462
H 4.4880 4.4188 -4.4678
H 3.9243 1.4251 -4.5888
H 5.4311 2.2542 -4.2476
H 4.7900 2.2703 -5.8866
H 0.5948 3.7862 -5.5815
H 1.2127 3.0517 -4.1461
H 1.7699 1.8785 -6.9317
H 0.3705 1.4736 -5.9460
H 1.9778 1.0858 -5.3591
C -4.2695 -0.3845 1.1694
C -5.7352 -0.0229 0.9621
N -6.6638 -1.0230 1.4786
C -8.0366 -0.8304 1.0211
C -8.7589 0.4416 1.4607
C -6.5178 -1.3701 2.8873
C -6.6293 -0.2431 3.9138
H -4.0437 -1.3710 0.7593
H -3.6330 0.3404 0.6597
H -3.9922 -0.3756 2.2269
H -5.8907 0.0746 -0.1178
H -5.9219 0.9692 1.3951
H -8.6386 -1.6983 1.3132
H -8.0312 -0.8535 -0.0754
H -9.0534 0.3974 2.5098
H -9.6787 0.5599 0.8793
H -8.1578 1.3385 1.3014
H -5.5437 -1.8524 3.0199
H -7.2398 -2.1533 3.1444
H -6.0508 0.6387 3.6316
H -6.2414 -0.5877 4.8776
H -7.6647 0.0569 4.0784
C 1.2916 -3.8723 2.4404
C 2.4916 -4.4645 3.1680
N 3.0646 -5.6254 2.4969
C 4.0077 -6.3678 3.3277
C 5.2913 -5.6570 3.7519
C 3.4719 -5.4308 1.1081
C 4.4909 -4.3320 0.8110
H 0.5275 -4.6316 2.2551
H 0.8391 -3.0856 3.0487
H 1.5745 -3.4233 1.4853
H 2.1460 -4.7691 4.1617
H 3.2377 -3.6745 3.3258
H 4.2717 -7.3042 2.8236
H 3.4797 -6.6817 4.2365
H 5.9974 -5.5705 2.9258
H 5.7899 -6.2377 4.5343
H 5.1019 -4.6619 4.1585
H 2.5738 -5.2268 0.5150
H 3.8476 -6.3777 0.7048
H 4.2559 -3.3946 1.3192
H 4.4985 -4.1227 -0.2630
H 5.5036 -4.6317 1.0825
C 3.7555 5.3262 4.5059
C 2.2951 5.7064 4.2950
N 1.3549 4.7304 4.8306
C -0.0181 4.9358 4.3724
C -0.7169 6.2268 4.7939
C 1.4966 4.4047 6.2450
C 1.4019 5.5502 7.2528
H 3.9640 4.3279 4.1123
H 4.4021 6.0342 3.9811
H 4.0357 5.3496 5.5620
H 2.1387 5.7867 3.2145
H 2.1244 6.7085 4.7106
H -0.6333 4.0834 4.6799
H -0.0177 4.8946 3.2768
H -1.0082 6.2046 5.8445
H -1.6363 6.3510 4.2140
H -0.1014 7.1110 4.6178
H 2.4639 3.9103 6.3857
H 0.7637 3.6368 6.5151
H 1.9931 6.4190 6.9559
H 1.7852 5.2161 8.2221
H 0.3714 5.8678 7.4123
```

## Properties
net charge	-1
HOMO level	-5.48	eV
F_max	4.21	eV Å⁻¹
LUMO energy	2.338	eV